# C4H6FN

2 unconnected molecules or ions with the total composition C4H6FN (wB97M-V/def2-TZVPD, the Open Molecules 2025 dataset).

Results
Total charge   0
Energy above the lowest of the compared OMol25 structures with the same formula, charge and spin   395.2 kJ/mol
Max |F|   3.2 eV/A
HOMO energy   -0.298 Eh
M   87.10 g/mol

CARTESIAN COORDINATES (ANGSTROEM)
C 3.31270 0.01849 0.50047
C -2.08868 -0.00653 0.46122
H -2.85320 -1.44567 -0.68437
H 3.50734 -0.60730 1.45162
H 0.38878 0.82864 -0.92164
C 1.17791 0.09116 -0.81904
N 2.16678 0.20951 -0.07776
C -2.85887 -0.40500 -0.51224
H 4.17441 0.48871 0.18424
H -3.46611 0.20773 -1.14916
F -2.12899 1.31174 0.87408
H -1.33208 -0.69149 0.69257

# C6H20O5

6 unconnected molecules or ions with the total composition C6H20O5 (wB97M-V/def2-TZVPD, the Open Molecules 2025 dataset).

Results
Total charge   0
Energy above the lowest of the compared OMol25 structures with the same formula, charge and spin   329.3 kJ/mol
Max |F|   7.4 eV/A
HOMO energy   -0.316 Eh
M   172.22 g/mol
SMILES   C=C/C(C)=C/C.O.O.O.O.O

CARTESIAN COORDINATES (ANGSTROEM)
O -2.60410 -2.15086 1.16815
O 3.33184 0.79401 -2.64519
H -3.63286 1.05801 -0.80567
H 2.73668 1.09567 0.73264
H 0.82363 0.39107 -2.11780
C 0.37480 -0.10551 0.75864
O 3.36787 0.72601 0.09083
C 0.78303 -0.01478 3.13634
O -2.90771 -1.26351 -1.56057
H -3.53536 2.31067 -1.94680
H 0.76012 1.91497 1.13828
H 3.51114 1.70407 -2.54458
H -0.72436 -0.40206 -2.12939
C 0.25797 -0.50387 -1.85934
O -3.13041 1.74335 -1.24247
H -0.02514 1.73423 -0.30632
H -1.66158 -2.35538 1.34808
H -0.80336 1.34311 1.29839
H 3.38160 0.63695 -1.73278
H -2.79602 -0.48197 -0.95403
C 0.44705 -0.87444 -0.40722
H 0.91022 -0.29234 4.17156
H -2.74997 -1.30067 1.26591
H 0.36568 -1.93145 2.12832
H 0.67153 -1.30790 -2.39531
H 0.71303 -1.82217 -0.06808
C 0.06971 1.30855 0.68829
H 1.06242 1.01889 3.22065
H -2.93317 -1.98465 -0.99924
H 3.46103 -0.20411 0.46913
C 0.47468 -0.78389 2.09959

# C7H8NO5

A gas-phase ion, C7H8NO5 (charge -1) (wB97M-V/def2-TZVPD, the Open Molecules 2025 dataset).

Results
Total charge   -1
Energy above the lowest of the compared OMol25 structures with the same formula, charge and spin   672.3 kJ/mol
Max |F|   4.7 eV/A
HOMO energy (spin up / spin down)   -0.092 / -0.092 Eh
M   186.14 g/mol
SMILES   COc1coc2c1O[C@H](OC)N2[O-]

CARTESIAN COORDINATES (ANGSTROEM)
C 2.05383 -1.80362 1.12400
H -4.15035 -0.96213 -0.94100
H 2.02739 -0.89625 1.59702
C -1.31381 0.44403 -0.33124
C 2.20345 -0.29548 -0.70022
O -2.25436 -0.30113 -1.06834
C -1.42845 1.52661 0.53175
H -2.23281 1.79694 1.25450
O -0.18036 2.10159 0.81307
H 0.98294 -2.23447 0.95029
O 2.57483 -1.52972 -0.13017
H -3.71301 0.33111 0.39059
C 0.75310 1.33873 0.14308
N 2.41756 0.86943 0.21039
H 2.81409 -0.26478 -1.53627
H 2.84607 -2.42945 1.78360
H -3.96557 0.82474 -1.25010
O 3.27074 1.68046 -0.37036
O 0.87216 -0.51314 -1.20274
C -3.63899 -0.09450 -0.67213
C 0.06155 0.41105 -0.59570

# C5H11NO

2 unconnected molecules or ions with the total composition C5H11NO (wB97M-V/def2-TZVPD, the Open Molecules 2025 dataset).

Results
Total charge   0
Energy above the lowest of the compared OMol25 structures with the same formula, charge and spin   256.6 kJ/mol
Max |F|   1.8 eV/A
HOMO energy   -0.329 Eh
M   101.15 g/mol
SMILES   C=CC/C=C/N.O

CARTESIAN COORDINATES (ANGSTROEM)
H 0.00176 1.46653 2.03520
C 0.66119 -1.26343 -3.87237
H 0.09173 -2.23442 -1.33357
H -1.42569 -1.32201 -1.36395
C -0.35086 -1.25523 -1.53761
H -1.10245 3.11159 6.03289
H -1.15308 1.92099 5.14338
C 0.09651 -0.30298 0.80005
O -0.84448 2.82829 5.14308
H 0.67035 -0.77371 -4.83858
H 1.41745 0.69773 2.10991
N 0.56731 0.77692 1.56702
C 0.23384 -0.28160 -0.53372
H -0.52375 0.24140 -3.11624
C -0.08766 -0.73230 -2.91228
H 1.13887 -2.23307 -3.81147
H 0.86775 0.55266 -0.82660
H -0.25881 -1.19735 1.31485

# C7H7ClO3

A single C7H7ClO3 molecule (wB97M-V/def2-TZVPD, the Open Molecules 2025 dataset).

Results
Total charge   0
Energy above the lowest of the compared OMol25 structures with the same formula, charge and spin   67.2 kJ/mol
Max |F|   3.5 eV/A
HOMO energy   -0.315 Eh
M   174.58 g/mol
SMILES   OCc1cc(O)c(O)c(Cl)c1

CARTESIAN COORDINATES (ANGSTROEM)
C -0.30184 0.10421 -1.88971
C 0.94380 -0.14883 2.25854
C -0.74679 -0.39004 0.40759
O -0.12427 -0.00386 3.18949
H -3.05885 -0.80225 -0.64761
C 1.40643 0.46720 -0.15222
O -2.41299 -0.69156 -1.43781
O -0.58029 0.29440 -3.23334
H 1.78952 0.55760 2.45385
H 1.22443 -1.21874 2.38616
H -1.27705 -0.85539 1.22409
H 2.43225 0.86709 -0.04239
C 0.53609 -0.04662 0.79001
C 1.00742 0.44219 -1.48474
Cl 2.10235 0.89665 -2.73002
C -1.21067 -0.33127 -0.93316
H -1.45250 -0.08768 -3.32925
H -0.27704 0.94690 3.17052

# C4H4O

A molecular structure, C4H4O (wB97M-V/def2-TZVPD, the Open Molecules 2025 dataset).

Results
Total charge   0
Energy above the lowest of the compared OMol25 structures with the same formula, charge and spin   72.8 kJ/mol
Max |F|   3.6 eV/A
HOMO energy (spin up / spin down)   -0.279 / -0.365 Eh
Spin multiplicity   3
M   68.08 g/mol

CARTESIAN COORDINATES (ANGSTROEM)
H -0.35150 -0.79239 1.74252
C -0.10598 -0.79651 -0.60234
C 1.05702 0.02208 -0.55501
C -0.66280 -0.14642 0.78932
C 0.29926 0.87347 0.40541
O 2.14910 0.02846 -1.07736
H 0.15854 1.89225 0.06009
H -0.72860 -0.98838 -1.47971
H -1.81503 -0.09257 0.71707